This record from the Open Molecules 2025 dataset describes 15 unconnected molecules or ions with the total composition C20H70ClNO16. The level of theory is ωB97M-V with the def2-TZVPD basis set.

Highest occupied orbital energy = -0.3639 Eh
E_LUMO = 0.011 Ha
Relative energy (zero: lowest compared OMol25 entry of this formula, charge and spin) = 0.143 eV
Total energy = -2522.52620 Ha

CARTESIAN COORDINATES (ANGSTROEM)
C1 2.7901 -6.2394 -2.9206
C2 3.7855 -5.1014 -3.0306
O1 3.4235 -3.9335 -2.3240
C3 2.2598 -3.2935 -2.7858
C4 1.0890 -3.5937 -1.8628
O2 -0.1225 -3.0196 -2.3569
C5 -0.7261 -3.7172 -3.4293
C6 -1.7766 -4.6776 -2.8922
N1 -1.1960 -5.7879 -2.2164
Cl1 -2.7902 -5.1786 -4.3419
H1 1.8703 -6.0429 -3.4747
H2 2.5487 -6.4405 -1.8768
H3 3.2372 -7.1423 -3.3422
H4 4.7420 -5.4075 -2.6076
H5 3.9543 -4.8494 -4.0839
H6 2.0460 -3.5644 -3.8246
H7 2.4525 -2.2177 -2.7643
H8 1.2898 -3.1080 -0.9056
H9 0.9629 -4.6594 -1.6777
H10 0.0009 -4.2691 -4.0316
H11 -1.2122 -2.9822 -4.0709
H12 -2.4432 -4.1430 -2.2196
H13 -1.9036 -6.4358 -1.8981
H14 -0.6107 -6.3108 -2.8611
C7 0.7846 -1.3983 1.6628
O3 -0.4193 -2.0431 1.2470
H15 0.7852 -1.3641 2.7495
H16 1.6649 -1.9474 1.3224
H17 0.8329 -0.3754 1.2789
H18 -0.4032 -2.0628 0.2883
C8 -0.5139 1.7168 3.1079
O4 0.8427 2.1162 3.3103
H19 -0.6644 1.6191 2.0354
H20 -0.7087 0.7512 3.5788
H21 -1.2185 2.4556 3.4987
H22 1.0037 2.1959 4.2582
C9 -1.2885 0.1755 -3.0603
O5 -0.7894 -0.0815 -1.7527
H23 -1.6500 1.2015 -3.0832
H24 -0.5160 0.0611 -3.8258
H25 -2.1238 -0.4929 -3.2904
H26 -0.4878 -0.9974 -1.7648
C10 -4.2732 0.9558 -0.6545
O6 -5.3855 0.9859 -1.5442
H27 -4.0394 1.9862 -0.3960
H28 -4.5155 0.4121 0.2630
H29 -3.4064 0.4865 -1.1278
H30 -5.6096 0.0791 -1.7646
C11 2.6738 4.1347 6.2286
O7 2.4105 3.1508 5.2267
H31 2.3351 3.7083 7.1688
H32 3.7381 4.3619 6.3111
H33 2.1199 5.0541 6.0309
H34 2.7041 3.4942 4.3785
C12 4.4738 -0.5375 1.8974
O8 4.1375 -1.4643 0.8619
H35 4.1179 -0.9633 2.8316
H36 5.5541 -0.3887 1.9629
H37 3.9847 0.4260 1.7391
H38 4.4407 -1.1003 0.0276
C13 -2.1516 4.0049 -2.2727
O9 -1.6168 3.7590 -0.9770
H39 -2.5361 5.0216 -2.2712
H40 -1.3843 3.9230 -3.0481
H41 -2.9769 3.3267 -2.5063
H42 -1.2747 2.8612 -0.9528
C14 -0.1319 5.1675 2.2397
O10 0.3862 4.9743 3.5526
H43 -0.5385 6.1745 2.1963
H44 0.6522 5.0741 1.4829
H45 -0.9266 4.4552 2.0055
H46 0.7343 4.0757 3.5824
C15 -2.6359 -8.3928 -6.3078
O11 -1.7908 -8.4186 -5.1633
H47 -2.0437 -8.7294 -7.1546
H48 -3.4913 -9.0631 -6.1906
H49 -3.0005 -7.3828 -6.5139
H50 -2.3123 -8.1089 -4.4203
C16 7.0396 -3.3285 1.7970
O12 5.9285 -4.1467 1.4728
H51 7.8472 -3.9795 2.1238
H52 7.3887 -2.7543 0.9328
H53 6.8011 -2.6368 2.6111
H54 5.2220 -3.5613 1.1791
C17 -3.8982 -3.0486 0.2164
O13 -5.0043 -3.0141 -0.6843
H55 -3.6707 -2.0182 0.4753
H56 -4.1329 -3.5990 1.1295
H57 -3.0136 -3.4893 -0.2511
H58 -5.2321 -3.9128 -0.9275
C18 -0.4600 2.7857 7.5493
O14 0.1167 1.5151 7.2702
H59 -1.2568 2.6359 8.2732
H60 0.2751 3.4690 7.9815
H61 -0.8871 3.2431 6.6529
H62 0.8282 1.6458 6.6380
C19 -0.4226 7.2848 -0.7084
O15 -0.7133 8.1081 0.4186
H63 -1.2115 6.5429 -0.7722
H64 -0.4016 7.8619 -1.6371
H65 0.5306 6.7650 -0.5902
H66 -0.0220 8.7686 0.4998
C20 -3.3051 10.5011 -0.6249
O16 -2.8107 10.3009 0.6873
H67 -3.7267 11.5035 -0.6584
H68 -2.5126 10.4347 -1.3777
H69 -4.0932 9.7871 -0.8827
H70 -2.4260 9.4180 0.7226

Force components x, y, z for each atom (eV/Å):
C 0.1 -0.2 0.0
C 0.1 -0.1 -0.1
O 0.1 0.1 0.2
C 0.1 0.2 0.0
C 0.0 0.1 0.1
O 0.1 0.2 0.0
C -0.2 0.1 0.2
C 0.2 -0.1 0.1
N -0.1 0.0 -0.4
Cl -0.2 0.0 0.0
H 0.0 0.0 0.0
H 0.0 0.0 0.0
H -0.1 0.0 0.0
H 0.0 0.0 0.0
H 0.0 0.0 -0.1
H 0.0 -0.1 0.0
H -0.1 0.0 -0.1
H -0.1 -0.1 0.0
H 0.0 0.0 -0.1
H 0.1 0.0 0.0
H 0.0 0.0 0.0
H -0.1 0.0 -0.1
H -0.1 0.1 0.2
H 0.1 0.0 0.0
C -0.1 0.0 -0.2
O 0.1 0.1 0.2
H 0.0 0.0 0.0
H 0.1 0.0 0.1
H 0.1 0.0 0.1
H -0.2 -0.1 -0.1
C 0.1 -0.1 0.0
O -0.2 0.0 -0.1
H 0.0 0.0 0.0
H 0.0 0.0 0.0
H 0.0 0.0 0.0
H 0.1 -0.1 0.1
C -0.1 -0.1 0.1
O 0.0 0.1 -0.2
H 0.0 0.0 0.0
H 0.0 0.0 0.0
H 0.0 0.1 -0.1
H 0.0 -0.1 0.0
C -0.2 -0.1 -0.1
O 0.1 0.1 0.0
H 0.1 0.0 0.0
H 0.0 0.0 0.0
H 0.1 0.1 0.1
H 0.0 -0.1 0.0
C -0.1 0.0 0.0
O 0.1 0.0 0.3
H 0.1 0.0 0.1
H 0.0 -0.1 -0.1
H 0.0 0.0 0.0
H 0.1 0.0 -0.1
C -0.1 -0.1 -0.2
O 0.1 -0.1 0.2
H 0.0 0.0 0.0
H 0.0 0.0 0.0
H 0.0 0.0 0.0
H 0.0 0.0 -0.1
C 0.1 -0.1 0.1
O 0.0 0.1 -0.1
H 0.0 0.0 0.0
H 0.0 0.0 0.0
H 0.0 0.0 0.0
H 0.0 -0.1 0.0
C 0.1 0.0 0.2
O 0.0 0.1 -0.1
H 0.0 0.0 0.0
H 0.0 0.0 0.0
H 0.0 0.0 0.0
H -0.1 -0.1 -0.1
C 0.0 0.0 0.1
O 0.0 -0.1 -0.1
H 0.0 0.0 0.0
H 0.0 0.0 0.0
H 0.0 0.0 0.0
H 0.0 0.1 0.1
C -0.1 0.0 0.0
O 0.1 0.1 0.0
H 0.0 0.0 0.0
H 0.0 0.0 0.0
H 0.1 0.0 0.0
H -0.1 0.1 0.0
C -0.1 0.0 -0.1
O 0.1 0.2 0.0
H 0.0 0.0 0.0
H 0.0 0.0 0.0
H 0.1 0.0 0.1
H -0.1 -0.1 0.0
C 0.1 0.0 -0.1
O -0.1 0.1 0.0
H 0.0 -0.1 0.0
H -0.1 0.1 0.0
H 0.0 0.0 0.0
H 0.1 0.0 0.0
C 0.0 0.1 0.0
O -0.1 0.0 -0.1
H 0.0 -0.1 0.0
H 0.0 0.0 0.0
H 0.0 0.0 0.0
H 0.1 0.1 0.0
C 0.0 0.0 0.1
O -0.1 0.0 -0.1
H 0.0 0.0 0.0
H 0.0 0.0 0.0
H 0.0 0.0 0.0
H 0.2 -0.1 0.0